(1)
20
Properties=species:S:1:pos:R:3:nbo_charge:R:1 method="wB97M-V/def2-TZVPD" e_above_lowest_kj_mol=358.8 e_lumo_ev=-0.17 multiplicity=1
C -2.213 -1.272 -0.492 -0.599
C -1.354 -0.978 0.441 0.031
C -0.164 1.542 0.678 -0.453
C 1.111 -0.221 -0.426 -0.233
C 1.897 0.478 -1.618 -0.521
N -0.219 0.411 -0.259 -0.474
O -1.787 -0.330 2.863 -0.969
O 0.493 -1.104 2.479 -0.977
S -0.932 -1.458 2.442 1.635
I 3.643 -0.627 -2.261 0.123
H -2.976 -1.927 -0.158 0.254
H -2.257 -0.905 -1.503 0.211
H 0.860 1.901 0.769 0.200
H -0.774 2.412 0.502 0.222
H -0.494 0.947 1.590 0.284
H 1.731 0.017 0.494 0.242
H 0.958 -1.261 -0.590 0.221
H 1.165 0.443 -2.465 0.203
H 1.968 1.444 -1.306 0.202
H -0.656 0.489 -1.179 0.398

=====

(2)
9
Properties=species:S:1:pos:R:3:nbo_charge:R:1 method="wB97M-V/def2-TZVPD" e_above_lowest_kj_mol=329.0 e_lumo_ev=5.49 multiplicity=1 total_charge=-2 smiles="[O-]NC(=S)C([S-])=C=S"
O 0.956 1.658 0.005 -0.663
N 1.361 0.405 -0.005 -0.161
C 0.601 -0.678 -0.002 0.050
S 1.409 -2.168 -0.009 -0.524
C -0.822 -0.453 -0.002 -0.419
S -2.067 -1.685 0.016 -0.516
C -1.382 0.738 -0.007 0.060
S -2.429 1.939 -0.002 -0.169
H 2.374 0.243 0.007 0.342

=====

(3)
50
Properties=species:S:1:pos:R:3:nbo_charge:R:1 method="wB97M-V/def2-TZVPD" e_lumo_ev="4.00 / 3.27" multiplicity=1 total_charge=-2
Ir 0.577 0.090 -0.666 0.688
O 3.674 -2.361 -1.447 -0.726
C 2.930 -1.952 -0.553 0.773
O 1.681 -1.781 -0.662 -0.791
C 3.514 -1.659 0.819 -0.095
C 4.284 -2.622 1.450 -0.199
C 4.816 -2.396 2.709 -0.281
C 4.575 -1.188 3.348 -0.229
C 3.827 -0.213 2.725 -0.251
C 3.287 -0.432 1.455 -0.149
S 2.466 0.917 0.708 -0.259
H 4.469 -3.552 0.929 0.206
H 5.425 -3.149 3.193 0.184
H 4.980 -1.001 4.333 0.184
H 3.656 0.747 3.189 0.204
N 1.935 0.205 -2.755 -1.069
H 2.679 0.876 -2.893 0.368
H 1.270 0.230 -3.517 0.377
H 2.331 -0.727 -2.685 0.406
O -2.887 0.564 -2.970 -0.706
C -2.222 -0.052 -2.125 0.738
O -0.926 0.071 -2.100 -0.757
C -2.873 -0.993 -1.194 -0.128
C -4.249 -1.255 -1.339 -0.189
C -4.893 -2.157 -0.539 -0.205
C -4.183 -2.854 0.466 -0.015
C -2.805 -2.581 0.631 -0.176
C -2.178 -1.671 -0.175 -0.134
N -4.825 -3.767 1.267 0.477
O -6.063 -3.978 1.099 -0.471
O -4.173 -4.378 2.161 -0.451
H -4.785 -0.719 -2.112 0.232
H -5.949 -2.359 -0.652 0.225
H -2.269 -3.110 1.406 0.235
H -1.114 -1.460 -0.023 0.242
C 1.005 3.469 -0.854 -0.608
C -0.332 3.110 -0.200 -0.175
C -1.490 3.397 -1.179 -0.601
C -0.508 3.988 1.053 -0.601
C -0.377 1.669 0.196 -0.238
H 1.019 4.513 -1.160 0.173
H 1.171 2.834 -1.719 0.224
H 1.814 3.301 -0.149 0.224
H -1.425 4.404 -1.598 0.184
H -2.443 3.301 -0.667 0.196
H -1.470 2.676 -1.991 0.249
H -0.506 5.045 0.780 0.180
H 0.310 3.802 1.745 0.211
H -1.444 3.754 1.555 0.193
H -1.310 1.403 0.706 0.130

=====

no.,F_max (eV Å⁻¹)
1,4.77
2,1.42
3,6.34